C4H8N2O | ωB97M-V/def2-TZVPD

Atoms and positions in Å:
1 N -2.10583 -0.74144 -0.01992
2 C -0.95964 -0.03530 -0.23394
3 C 0.28365 -0.66064 -0.78924
4 C 1.57081 0.15851 -0.57804
5 O 1.98124 0.17871 0.77245
6 C -0.92241 1.27029 0.13710
7 N -0.54999 1.61134 1.32339
8 H -2.04506 -1.67689 0.36293
9 H -2.85008 -0.19880 0.39520
10 H -0.35503 0.69603 1.77548
11 H 0.09340 -0.78835 -1.85679
12 H 0.43415 -1.65642 -0.35072
13 H 1.43526 1.17572 -0.96820
14 H 2.38279 -0.30600 -1.14986
15 H 1.60673 0.97322 1.18016

## Properties
**Charge**: 0
**Energy**: -9302.129 eV
**SMILES**: N=C=C(N)CCO
**ΔE to the lowest compared entry with this formula, charge and spin**: 411.4 kJ/mol



C2H4N2O2 | ωB97M-V/def2-TZVPD

Atoms and positions in Å:
1 C -0.11093 -0.84178 -1.16494
2 C 0.41187 0.46787 -1.04778
3 N 0.02072 -0.09484 1.61872
4 N -1.14130 -0.82875 1.42796
5 O 0.01259 -1.88785 -1.62551
6 O -1.23123 0.53890 1.35693
7 H 1.53749 0.38438 -1.26074
8 H 0.29032 1.03593 -0.11259
9 H -0.10004 1.25533 -1.81028
10 H 0.31050 -0.02916 2.61823

## Properties
**Charge**: 0
**Energy**: -9205.960 eV
**ΔE to the lowest compared entry with this formula, charge and spin**: 893.7 kJ/mol



C6H10NO | ωB97M-V/def2-TZVPD

Atoms and positions in Å:
1 C 1.76124 -0.29465 -0.41820
2 C -0.79867 -0.05279 -1.14037
3 C -0.21652 1.97725 0.19796
4 C -1.28336 1.04564 -0.19833
5 C 0.28523 -0.51129 -0.03577
6 C 0.01728 -1.86257 0.57515
7 N -0.19736 0.65531 0.77575
8 O 2.30578 0.69803 0.01264
9 H 2.16403 -1.10932 -0.99153
10 H -1.63984 -0.86372 -1.51234
11 H -0.30111 0.30567 -2.05717
12 H 0.63335 2.18362 -0.43193
13 H -0.58038 2.68290 0.96440
14 H -2.26806 1.07129 0.26326
15 H -1.06047 -2.04671 0.86610
16 H 0.80485 -1.93567 1.42378
17 H 0.47796 -2.57926 -0.06036
18 H -0.10395 0.63628 1.76695

## Properties
**Charge**: +1
**Energy**: -9912.120 eV
**SMILES**: C[C@@]1(C=O)C[C@@H]2C[N@@H+]21
**ΔE to the lowest compared entry with this formula, charge and spin**: 219.4 kJ/mol



C30H50Cl10O15 | ωB97M-V/def2-TZVPD

Atoms and positions in Å:
1 C 1.27048 -3.20517 -3.92831
2 C 0.21263 -2.80601 -2.90865
3 C 0.75330 -1.93843 -1.79590
4 O -0.02260 -0.71037 -1.93104
5 C -0.71854 -0.72872 -3.04512
6 O -1.43730 0.12997 -3.48434
7 O -0.57883 -1.97671 -3.67782
8 H 1.82412 -2.32546 -4.25648
9 H 0.93489 -3.69806 -4.84075
10 H 2.00165 -3.84557 -3.43499
11 H -0.38763 -3.62554 -2.51349
12 H 1.81532 -1.69673 -1.83825
13 H 0.57538 -2.35637 -0.80505
14 C -5.52538 1.08932 -1.60549
15 C -4.25201 1.90304 -1.55855
16 C -3.04448 1.14580 -0.89215
17 O -1.96720 1.29135 -1.78725
18 C -2.45174 1.84877 -2.91195
19 O -1.82267 2.06226 -3.91952
20 O -3.74816 2.02253 -2.86221
21 H -5.28437 0.15255 -2.10796
22 H -6.27935 1.49950 -2.27734
23 H -5.91451 0.90652 -0.60386
24 H -4.56877 2.87920 -1.19130
25 H -3.32075 0.15882 -0.52115
26 H -2.89154 1.69275 0.03820
27 C 3.75050 -0.93487 -4.89069
28 C 3.88781 -0.73375 -3.38756
29 C 4.48873 0.59560 -2.98120
30 O 3.60179 1.01851 -1.96548
31 C 2.51414 0.36079 -1.87623
32 O 1.64396 0.50471 -1.01784
33 O 2.59220 -0.60392 -2.82060
34 H 4.70785 -0.73490 -5.37193
35 H 3.16426 -0.08765 -5.24655
36 H 3.22891 -1.83632 -5.21230
37 H 4.47137 -1.60122 -3.07925
38 H 4.50997 1.36470 -3.75330
39 H 5.45488 0.35321 -2.53861
40 C -2.38547 2.45986 2.93311
41 C -1.30837 3.62766 3.18478
42 C -0.25437 3.23912 4.13741
43 O 0.91046 3.76488 3.61172
44 C 0.65402 4.11457 2.36772
45 O 1.48741 4.72760 1.67486
46 O -0.62860 3.97465 1.98755
47 H -3.24431 2.86790 2.40020
48 H -2.71733 2.12541 3.91602
49 H -1.99233 1.69875 2.25912
50 H -1.73697 4.57585 3.50933
51 H -0.25090 2.15767 4.27359
52 H -0.51369 3.57681 5.14081
53 C 3.79776 -2.66873 2.50304
54 C 2.88955 -3.17079 1.34734
55 C 1.59133 -2.35304 1.14784
56 O 1.74926 -1.95613 -0.14762
57 C 2.89189 -2.50073 -0.74712
58 O 3.25144 -2.30713 -1.89837
59 O 3.58828 -3.02433 0.16727
60 H 4.79485 -3.10906 2.51042
61 H 3.30027 -2.95322 3.43021
62 H 3.87472 -1.58718 2.39157
63 H 2.69521 -4.22155 1.56236
64 H 1.60115 -1.50520 1.83280
65 H 0.66820 -2.91490 1.29010
66 Cl 1.78852 -1.02527 5.49252
67 C 1.67639 0.68800 4.86471
68 C 1.21584 0.67521 3.37362
69 Cl 2.49141 0.01802 2.39322
70 H 2.67355 1.11165 4.98425
71 H 1.08132 1.24972 5.58476
72 H 0.95357 1.63884 2.93687
73 H 0.31658 0.06813 3.26930
74 Cl -4.75841 -1.77217 -3.57862
75 C -3.28520 -1.55992 -2.56430
76 C -3.68701 -1.90472 -1.12699
77 Cl -2.17002 -1.70409 -0.11773
78 H -2.84566 -0.56982 -2.68518
79 H -2.51745 -2.24219 -2.92922
80 H -4.03666 -2.91892 -0.93402
81 H -4.38781 -1.16699 -0.73618
82 Cl 1.12623 5.01197 -2.22831
83 C -0.05252 3.66002 -1.93306
84 C 0.51837 2.21496 -2.22871
85 Cl 0.96728 1.94433 -3.85896
86 H -0.93911 3.81674 -2.54747
87 H -0.30312 3.71772 -0.87383
88 H -0.27813 1.49552 -2.03868
89 H 1.37286 1.85041 -1.65859
90 Cl -1.34854 -0.00875 2.42907
91 C -0.31269 -0.49409 1.06644
92 C -0.13478 0.67891 0.06674
93 Cl 0.77142 1.98254 0.88824
94 H -0.68158 -1.39932 0.58418
95 H 0.67480 -0.69207 1.48331
96 H -1.12134 1.00714 -0.26046
97 H 0.48781 0.40408 -0.78471
98 Cl -1.68939 0.48369 5.97078
99 C -1.30923 -0.80061 4.89665
100 C -2.00690 -2.19110 5.31569
101 Cl -1.44120 -2.75427 6.95362
102 H -0.22852 -0.92871 4.83534
103 H -1.62495 -0.63383 3.86679
104 H -1.76255 -2.96869 4.59198
105 H -3.09448 -2.15509 5.25267

## Properties
**Charge**: 0
**Energy**: -187835.779 eV
**ΔE to the lowest compared entry with this formula, charge and spin**: 2439.7 kJ/mol